Entry 1
Entry from the OMol25 dataset: a single C3H3NO2S2 molecule (ωB97M-V/def2-TZVPD).

Computed properties:
lowest unoccupied orbital energy: -1.2 eV
HOMO-LUMO gap: 8.06 eV
HOMO energy: -9.29 eV

Structure (ORCA input):
```
! wB97M-V def2-TZVPD RIJCOSX def2/J DEFGRID3
* xyz 0 1
O -0.56 -1.27 2.07
S 0.30 -0.32 -0.30
H 0.37 -3.57 1.58
C -0.57 1.07 0.46
O 1.20 -3.15 -0.22
H -1.01 0.82 1.40
C 0.61 -2.85 0.76
N -0.73 2.25 0.03
H 0.48 1.80 -2.04
S -0.30 2.83 -1.54
C 0.00 -1.50 1.04
*
```

=====

Entry 2
Entry from the OMol25 dataset: a single C3H3NO2S2 molecule (ωB97M-V/def2-TZVPD).

Computed properties:
lowest unoccupied orbital energy: 0.1 eV
HOMO-LUMO gap: 9.42 eV
HOMO energy: -9.36 eV

Structure (ORCA input):
```
! wB97M-V def2-TZVPD RIJCOSX def2/J DEFGRID3
* xyz 0 1
C -0.49 -0.31 -0.16
H -1.91 1.45 -0.05
H 0.77 -2.31 -0.41
C 0.58 -1.32 0.21
S 2.29 -0.37 -0.32
O -0.02 1.05 -0.05
N -1.72 -0.67 -0.14
H 0.57 -1.66 1.19
O 1.58 2.38 0.02
C 1.29 1.24 -0.10
S -2.93 0.54 -0.19
*
```

=====

In terms of stability, entry 1 leads; the second structure lies 0.208 eV higher.

=====

Entry 1
Entry from the OMol25 dataset: 13 unconnected molecules or ions with the total composition H25O13 (ωB97M-V/def2-TZVPD).

Computed properties:
lowest unoccupied orbital energy: 2.4 eV
HOMO-LUMO gap: 9.01 eV
HOMO energy: -6.57 eV

Structure (ORCA input):
```
! wB97M-V def2-TZVPD RIJCOSX def2/J DEFGRID3
* xyz -1 1
O 0.16 0.08 1.25
H 1.37 1.69 -2.29
H -1.86 -3.75 -1.22
H -4.38 -1.64 0.39
O 3.35 0.01 2.03
H -0.67 0.15 -3.64
O 0.38 4.31 1.19
H 1.96 -2.47 -0.50
H -0.45 -1.95 3.34
O 0.64 -0.28 -1.23
H -0.33 -0.65 1.67
H 3.16 0.56 1.39
H -1.44 2.29 1.83
H -2.40 -0.34 -0.28
O 1.52 2.11 -3.23
O -2.40 0.51 -0.53
O -1.92 -2.85 -1.40
O 0.44 -1.93 3.23
H -0.30 1.34 2.24
H 0.94 -1.14 -1.39
H -1.57 0.58 0.10
H 0.71 2.02 -3.75
H 2.61 -0.19 2.50
O 0.10 2.24 -0.28
H -1.33 -2.42 -0.86
O -0.14 -0.20 -4.29
H 0.80 -1.24 2.76
H 0.79 2.32 -0.94
H 2.33 -2.79 1.00
H 0.62 3.36 1.61
H 0.57 -0.22 -0.18
O 2.53 -3.03 0.10
H 0.51 3.99 0.30
H -2.83 -1.76 0.19
H 0.77 -0.20 -4.23
H 0.07 1.32 0.21
O -0.63 2.24 2.21
O -3.64 -2.07 0.68
*
```

=====

Entry 2
Entry from the OMol25 dataset: a molecular structure, H25O13 (ωB97M-V/def2-TZVPD).

Computed properties:
lowest unoccupied orbital energy: 2.6 eV
HOMO-LUMO gap: 9.76 eV
HOMO energy: -7.17 eV

Structure (ORCA input):
```
! wB97M-V def2-TZVPD RIJCOSX def2/J DEFGRID3
* xyz -1 1
H -2.37 -1.38 0.74
O 1.88 -0.69 -3.45
H 2.18 2.85 2.53
O -0.40 -0.25 -0.61
H 1.25 -0.91 -2.75
H 0.28 -3.44 -0.61
H -1.03 -1.51 3.23
H -2.18 -0.18 -3.74
O -0.93 -1.41 4.18
O -2.90 -2.01 0.21
H -2.18 -0.76 -2.28
H -0.19 -0.77 4.26
O 1.20 1.12 0.76
H 1.55 0.43 3.45
H 1.93 0.80 0.23
H 1.20 2.84 1.58
H -1.35 1.55 1.02
H 1.78 1.64 -3.00
H 1.46 -2.29 2.44
O -0.11 -2.84 -1.26
O 0.86 0.03 2.91
O -2.72 -0.40 -2.99
H 0.97 0.54 1.88
O 1.66 3.54 2.09
H 2.50 -1.33 2.20
H -0.57 0.26 -1.41
O -1.75 2.07 -2.75
H -1.15 1.08 2.41
H -1.43 2.43 -1.93
H -2.20 -2.48 -0.26
H 2.07 -1.56 -3.81
H -2.03 1.16 -2.59
H 0.65 2.40 -2.40
O 1.26 2.44 -3.15
O -1.56 0.80 1.58
H 0.00 0.45 0.03
O 2.37 -2.28 2.13
H 0.02 -1.95 -0.86
*
```

=====

In terms of stability, entry 2 leads; the second structure lies 3.788 eV higher.

=====

Entry 1
Entry from the OMol25 dataset: 13 unconnected molecules or ions with the total composition H25O13 (ωB97M-V/def2-TZVPD).

Computed properties:
lowest unoccupied orbital energy: 2.7 eV
HOMO-LUMO gap: 8.82 eV
HOMO energy: -6.14 eV

Structure (ORCA input):
```
! wB97M-V def2-TZVPD RIJCOSX def2/J DEFGRID3
* xyz -1 1
H 0.19 -2.86 -1.09
H -0.54 2.27 1.57
O -1.06 2.30 -1.90
H 3.16 -1.40 2.06
H -1.97 -0.99 1.00
H 2.01 2.33 1.99
H 0.44 -0.62 -2.96
O 0.42 -1.34 1.45
O 0.31 -1.34 -2.31
H -0.68 -0.98 2.69
O -2.27 -2.28 -1.35
H -0.19 1.48 -3.10
H 1.20 2.29 0.64
H -2.40 -2.63 -0.47
H 0.68 -0.86 -1.55
H -1.13 2.52 2.86
O 0.07 1.21 -4.02
H -3.43 1.38 0.63
H 2.99 -0.86 -0.85
H 1.00 1.44 -3.99
H -0.61 -0.84 0.57
H 2.58 -1.70 0.83
O -0.92 3.01 2.06
H -1.42 -1.30 4.22
O -2.85 2.03 0.22
O 0.77 -3.32 -0.45
O 3.28 -0.29 -1.58
O 3.45 -1.38 1.15
H 0.44 -2.92 0.40
H -2.16 -1.32 -1.17
O -1.26 -0.75 3.47
H -2.02 1.65 0.47
H 3.74 0.45 -1.18
O -1.56 -0.36 0.38
H -1.67 1.82 -1.31
O 1.50 1.78 1.39
H 1.21 -0.82 1.31
H -1.31 3.20 -2.10
*
```

=====

Entry 2
Entry from the OMol25 dataset: a molecular structure, H25O13 (ωB97M-V/def2-TZVPD).

Computed properties:
lowest unoccupied orbital energy: 2.2 eV
HOMO-LUMO gap: 8.27 eV
HOMO energy: -6.04 eV

Structure (ORCA input):
```
! wB97M-V def2-TZVPD RIJCOSX def2/J DEFGRID3
* xyz -1 1
H -0.06 -0.31 -2.20
O 2.11 -0.38 -1.32
H 3.64 -0.26 0.15
H -2.22 0.83 1.64
H -1.56 -1.02 -2.63
O -2.46 2.21 -1.40
H 2.81 1.07 1.57
O 0.49 -0.81 0.21
O -0.14 -2.01 3.05
H -2.90 -0.44 -0.46
H -0.85 -1.46 -0.54
O -0.59 -0.46 -2.97
H 0.42 -2.58 2.45
H -3.47 -1.24 0.71
H -0.60 3.13 -1.48
O 0.17 3.64 -1.15
H -1.69 -0.29 2.02
H -2.61 1.33 -1.39
O -3.65 -0.41 0.20
H -0.37 3.77 -0.30
O -1.53 -2.08 -1.01
H -0.01 2.13 2.39
O -0.60 2.93 2.64
H 4.11 -1.59 0.27
H -1.28 2.73 1.87
H 1.24 -0.85 -0.51
H -3.35 2.54 -1.07
O -2.05 0.46 2.44
H 1.73 0.37 -1.65
O 1.96 0.87 1.67
H -1.17 -3.00 -0.76
H 1.72 -2.26 -3.26
H 2.24 -2.97 -1.94
H -0.78 -1.62 2.29
O 2.26 -2.98 -2.87
H 1.17 -0.77 0.81
H 1.45 0.66 0.85
O 4.33 -0.72 0.65
*
```

=====

In terms of stability, entry 1 leads; the second structure lies 2.947 eV higher.

=====

Entry 1
Entry from the OMol25 dataset: a single C22H24N4O5S molecule (ωB97M-V/def2-TZVPD).

Computed properties:
lowest unoccupied orbital energy: -0.6 eV
HOMO-LUMO gap: 7.85 eV
HOMO energy: -8.43 eV

Structure (ORCA input):
```
! wB97M-V def2-TZVPD RIJCOSX def2/J DEFGRID3
* xyz 0 1
C -5.16 1.28 -2.09
C 1.76 0.71 0.52
C 0.32 0.52 0.74
C 5.89 0.92 -0.16
H -3.42 -1.39 -2.84
H -6.03 1.70 -2.60
H -2.64 1.86 -0.25
C -0.58 1.39 0.11
C 4.03 -0.10 0.17
C 7.45 -0.95 -0.40
H -0.67 -2.32 -0.87
C -3.03 -1.62 -1.84
O -4.36 -1.22 2.06
C 6.91 1.85 -0.34
O 2.16 1.96 0.40
H -4.24 4.12 -0.79
C 2.63 -0.35 0.40
C -2.41 0.20 1.07
S -4.17 -0.06 1.23
N -4.61 -0.41 -0.34
H 7.66 -2.01 -0.42
H 4.79 -2.08 0.06
C -1.94 1.22 0.26
H -5.16 2.93 0.16
H 9.47 -0.34 -0.74
H -0.92 -4.04 -1.24
C -0.17 -0.49 1.57
C 8.18 1.36 -0.55
C -4.19 -1.70 -0.83
C -4.94 3.29 -0.85
N 4.97 -1.09 0.02
H -5.86 3.64 -1.32
C -1.54 -0.64 1.73
C 8.45 -0.01 -0.58
H 6.70 2.91 -0.32
H -2.35 -0.81 -1.53
C 6.17 -0.47 -0.19
C 2.22 -1.69 0.42
O -2.34 -2.83 -1.98
C -5.66 0.33 -0.98
H -6.15 0.91 -0.20
H -5.04 -2.22 -1.28
O -4.31 2.30 -1.64
O -4.83 1.15 1.61
N 4.55 1.10 0.06
H -0.19 2.18 -0.52
C -1.42 -3.11 -0.96
H -1.90 -3.25 0.02
H -3.87 -2.27 0.04
H -6.39 -0.36 -1.42
H 3.15 1.98 0.24
H -1.95 -1.41 2.37
H -4.56 0.72 -2.81
H 0.51 -1.14 2.09
H 9.00 2.05 -0.69
N 1.98 -2.81 0.39
*
```

=====

Entry 2
Entry from the OMol25 dataset: a single C22H24N4O5S molecule (ωB97M-V/def2-TZVPD).

Computed properties:
lowest unoccupied orbital energy: 0.4 eV
HOMO-LUMO gap: 8.13 eV
HOMO energy: -7.77 eV

Structure (ORCA input):
```
! wB97M-V def2-TZVPD RIJCOSX def2/J DEFGRID3
* xyz 0 1
H 0.55 3.58 1.46
C -3.51 1.73 -3.20
H 6.00 -0.23 1.65
H -1.57 -2.44 -2.77
C 1.89 0.28 0.74
H 5.20 -1.14 0.34
N -1.53 1.72 0.32
H -2.57 0.22 2.25
H -5.91 -1.13 -0.06
C 2.49 -2.04 0.62
H 5.20 2.73 -1.73
S 2.15 1.86 1.47
H -0.99 -0.24 -1.80
H -3.13 -1.77 3.33
H 1.63 -4.26 -0.59
H -5.12 0.18 -1.97
C 5.10 -0.30 1.03
H 4.04 -1.46 2.51
C -4.15 -1.37 3.45
H 3.71 2.21 -2.52
H -1.33 2.18 -0.57
C -0.44 -1.13 -1.54
C 4.39 0.90 -0.98
H -4.52 2.14 -3.12
N 2.70 -0.74 1.11
C -4.56 0.20 -1.05
N 4.97 0.90 0.24
O -4.83 -1.32 2.22
C 1.37 -2.16 -0.30
C -3.14 0.20 1.34
C -4.31 -0.56 1.22
H -4.10 -0.39 3.92
H -4.73 -2.04 4.08
H 3.65 2.91 -0.89
C -0.75 -2.36 -2.08
H 5.09 1.78 0.72
C -5.01 -0.55 0.02
C -3.40 0.95 -0.95
C 1.04 -3.40 -0.86
H 0.69 2.83 -0.16
H -2.90 2.37 -3.84
H -0.28 -4.45 -2.17
N 0.91 0.20 -0.08
H -3.56 0.73 -3.64
C 0.61 2.64 0.91
O -0.62 1.17 2.34
C 3.88 -0.54 1.93
O 3.22 -2.95 0.97
C 0.62 -1.02 -0.63
C -2.69 0.95 0.27
C -0.02 -3.49 -1.74
C -0.57 1.74 1.27
O -2.85 1.71 -1.96
H 3.71 0.30 2.60
C 4.22 2.28 -1.57
O 4.06 -0.12 -1.55
*
```

=====

In terms of stability, entry 2 leads; the second structure lies 2.563 eV higher.

=====

Entry 1
Entry from the OMol25 dataset: 6 unconnected molecules or ions with the total composition C24H48O18 (ωB97M-V/def2-TZVPD).

Computed properties:
lowest unoccupied orbital energy: 0.4 eV
HOMO-LUMO gap: 10.89 eV
HOMO energy: -10.51 eV

Structure (ORCA input):
```
! wB97M-V def2-TZVPD RIJCOSX def2/J DEFGRID3
* xyz 0 1
C 12.24 -2.17 11.87
H 11.66 -1.42 12.41
O 17.25 -7.06 12.77
H 23.41 2.48 4.86
H -0.31 -7.53 17.47
H 9.88 -6.88 1.60
H 17.12 -6.52 15.84
O 2.29 -5.53 11.87
H 4.58 -9.95 19.82
H 5.50 -8.40 19.38
H 3.63 -4.45 13.05
H 4.13 -4.54 11.41
O 12.21 -5.03 14.93
O 21.65 3.17 5.86
H -2.89 -4.51 11.53
C 10.25 -5.89 1.88
H 10.29 -5.24 1.01
H -0.89 -3.81 10.63
H 9.06 -4.40 16.21
H 4.23 -5.95 12.51
H 20.69 -6.54 11.21
H 18.92 -7.98 17.23
O 3.68 -8.34 18.80
C 1.37 -4.73 11.34
O 2.59 -8.27 20.85
C 12.51 -3.27 12.80
O 9.93 -4.84 14.52
C 2.70 -8.02 19.65
C -0.97 -4.89 10.77
C 9.53 -5.52 5.40
H 18.27 1.70 8.96
H 18.17 -9.31 16.51
C 18.27 -7.25 13.42
H 16.47 -8.05 15.25
C 9.46 -5.12 2.99
C -0.31 -6.68 18.15
C 17.95 -8.30 16.85
H 8.83 -6.12 15.84
H 17.79 3.05 6.30
C 18.45 2.44 6.92
O 19.46 -7.18 12.86
C 17.37 -7.56 15.62
O 11.31 -3.90 13.21
H 18.33 1.43 6.51
H 13.08 -3.94 12.16
O 18.38 -7.63 14.67
O 9.57 -5.95 4.11
H -1.71 -4.80 12.75
H 10.47 -5.47 7.87
H 0.44 -5.98 19.94
H 8.41 -4.87 2.84
C -2.05 -5.17 11.78
H -2.38 -6.21 11.82
O 0.28 -5.48 11.16
C 9.52 -5.29 15.78
H 22.23 3.13 3.78
H 10.46 -5.54 16.29
O 19.90 2.58 4.62
H 9.90 -4.14 3.20
H 18.96 -6.14 11.15
O 1.46 -3.54 11.13
H 18.19 3.47 8.83
H 17.17 -8.15 17.60
C 3.61 -5.11 12.18
C 4.75 -9.15 19.11
H 16.81 2.50 8.44
H 13.17 -2.98 13.62
H 23.18 4.19 4.85
H 11.23 -6.13 2.28
H 13.18 -1.73 11.53
H -0.08 -5.73 17.66
H 11.72 -2.57 11.00
H -1.37 -6.54 18.37
O 9.70 -6.60 6.14
O 19.78 2.90 6.82
H 0.14 -7.75 20.02
H 19.68 -7.80 10.89
H 5.14 -9.72 18.27
H 9.30 -6.78 8.22
O 9.37 -4.39 5.78
C 10.10 -6.45 7.57
C 17.90 2.53 8.36
C 22.64 3.24 4.79
C 20.35 3.00 5.64
C 19.69 -6.88 11.48
H 10.86 -7.15 7.92
C 0.55 -6.93 19.42
O 1.84 -7.30 18.93
H -1.10 -5.18 9.73
C 11.27 -4.65 14.24
*
```

=====

Entry 2
Entry from the OMol25 dataset: 6 unconnected molecules or ions with the total composition C24H48O18 (ωB97M-V/def2-TZVPD).

Computed properties:
lowest unoccupied orbital energy: 0.5 eV
HOMO-LUMO gap: 11.17 eV
HOMO energy: -10.69 eV

Structure (ORCA input):
```
! wB97M-V def2-TZVPD RIJCOSX def2/J DEFGRID3
* xyz 0 1
H 1.69 2.71 1.64
H -4.68 -0.45 -0.60
H -0.61 3.02 3.71
H 0.57 -1.70 -11.27
H 1.52 1.69 5.45
O 4.47 2.19 4.44
O 4.30 4.41 3.83
O -6.17 -3.52 -2.45
H -2.11 0.08 -3.12
H 3.57 2.41 2.50
H -8.06 -4.26 -2.45
H 5.03 -3.71 0.50
H 4.38 -4.68 -0.87
H 4.13 5.52 6.51
C -0.40 1.49 -1.60
C 0.51 1.74 5.04
H -3.01 1.71 -3.37
H 5.36 4.71 7.52
C -0.25 0.87 7.12
C 0.60 -1.55 1.02
O 0.42 2.53 -1.43
H -1.65 -0.37 -6.05
O 1.27 -2.89 0.98
H -7.19 -4.73 -3.92
H -0.94 -1.01 8.70
C 1.49 2.38 -0.46
H 5.83 5.40 5.98
H -3.43 -0.43 0.79
C 4.29 1.82 3.07
H 0.29 3.42 0.96
C -2.42 1.05 -2.73
H 1.22 -1.06 3.06
H 3.70 0.04 2.04
H -0.09 -0.28 -6.50
C 4.31 -4.48 0.20
C -0.42 -0.19 -12.27
C 3.85 0.37 3.07
H -1.41 0.99 -7.05
H 1.90 3.36 -0.70
O 3.06 -2.01 -0.14
O -0.27 0.31 -1.12
H -0.23 -0.23 2.21
O -1.39 0.87 7.78
C 4.53 3.49 4.66
H -4.95 -2.43 1.02
O -4.78 -2.59 -1.05
C -3.82 -0.91 -0.11
H -6.79 -5.47 -2.42
C 5.02 4.89 6.50
H 4.64 -5.32 0.80
H -0.08 3.88 5.12
H -3.42 -3.09 0.40
C -0.49 -1.47 -11.35
H -0.97 0.25 9.79
H -0.33 -0.44 -13.32
H 0.30 1.67 1.32
C -1.07 -0.04 -6.91
C 0.23 3.13 4.40
C 2.51 -2.97 0.43
C -0.61 -0.48 -9.13
H 5.21 1.90 2.49
O -0.47 1.53 5.99
H -2.50 -0.38 9.05
C 0.88 2.51 0.94
H 2.12 1.49 -0.54
H 4.67 -0.19 3.52
C -4.24 -2.40 0.19
H -2.98 0.78 -1.83
H 1.09 3.49 3.83
O -1.12 -1.25 -10.16
O -1.29 1.80 -2.49
C -1.47 -0.07 8.88
H 0.39 0.96 4.29
H -0.84 -2.31 -11.94
O -1.35 -0.73 -8.13
O 0.86 0.38 7.43
C -7.08 -4.51 -2.86
H 0.27 0.59 -11.94
H -2.96 -0.81 -0.77
O -6.71 -3.79 -0.30
H 2.99 0.40 3.73
O 0.34 0.27 -9.11
O 3.03 -4.21 0.63
O 4.80 3.61 5.99
H -1.41 0.25 -12.19
C -5.94 -3.37 -1.19
C 0.32 -1.15 2.45
H 1.16 -0.77 0.50
H -0.35 -1.91 2.84
H -0.36 -1.73 0.53
*
```

=====

In terms of stability, entry 1 leads; the second structure lies 0.126 eV higher.